Record 1
{
  "formula": "C28H13Cl4CoF5N2O4S2",
  "method": "ωB97M-V/def2-TZVPD",
  "s_squared": 6.025,
  "molar_mass_g_mol": 801.291,
  "homo_energy_ha": [-0.1871, -0.1858],
  "de_lowest_kcal_mol": 7.8,
  "gap_ev": [7.23, 5.92],
  "multiplicity": 5,
  "charge": -1,
  "species": ["Co", "F", "C", "C", "F", "C", "F", "C", "S", "C", "F", "C", "F", "Cl", "C", "C", "Cl", "C", "Cl", "C", "O", "C", "O", "C", "Cl", "C", "C", "C", "C", "C", "C", "C", "S", "O", "O", "N", "C", "C", "C", "C", "C", "C", "C", "C", "N", "C", "H", "H", "H", "H", "H", "H", "H", "H", "H", "H", "H", "H", "H"],
  "coordinates": [[-0.083769, -0.259130, -0.264558], [1.746822, 4.261974, 4.679807], [1.137576, 3.229237, 4.082175], [1.556088, 2.779381, 2.845039], [2.579781, 3.385653, 2.233691], [0.914945, 1.712095, 2.248446], [1.391520, 1.305445, 1.052951], [-0.176415, 1.046324, 2.822663], [-1.031736, -0.257471, 2.084456], [-0.561219, 1.536142, 4.082155], [-1.596022, 0.973713, 4.713048], [0.071412, 2.595219, 4.698023], [-0.347265, 3.029873, 5.893929], [2.528352, -6.199841, 1.722752], [1.527878, -4.986923, 1.026796], [0.342977, -5.363062, 0.344801], [-0.053037, -7.029813, 0.192012], [-0.490317, -4.404846, -0.190434], [-1.931894, -4.840744, -1.024358], [-0.180785, -3.030176, -0.084018], [-0.939710, -2.111366, -0.498413], [1.078506, -2.643263, 0.552194], [1.362896, -1.418337, 0.595158], [1.879998, -3.658273, 1.130302], [3.307272, -3.180721, 1.959132], [-4.031738, -3.802450, -5.755306], [-2.851304, -3.092900, -5.147642], [-1.570396, -3.234343, -5.669585], [-0.492958, -2.586180, -5.086296], [-0.691574, -1.804338, -3.959918], [-1.962809, -1.631640, -3.435752], [-3.033152, -2.270858, -4.038133], [0.760507, -1.090804, -3.196930], [1.349027, -2.073921, -2.330721], [1.589353, -0.611174, -4.277785], [0.192135, 0.112806, -2.258965], [-0.387392, 1.225961, -2.822071], [-0.341815, 1.625101, -4.152421], [-0.905573, 2.843073, -4.557287], [-1.515402, 3.691435, -3.673344], [-1.642358, 3.306244, -2.324251], [-2.263742, 4.100477, -1.337721], [-2.418380, 3.605647, -0.073905], [-1.969262, 2.307037, 0.213244], [-1.322874, 1.565665, -0.656759], [-1.124936, 2.053246, -1.909850], [-3.717355, -4.529977, -6.502878], [-4.704089, -3.088151, -6.235610], [-4.600207, -4.323195, -4.983624], [-1.414025, -3.863721, -6.538327], [0.507846, -2.676463, -5.489625], [-2.111473, -1.023979, -2.556460], [-4.029032, -2.143540, -3.628886], [0.179739, 1.006755, -4.864956], [-0.833030, 3.123185, -5.601336], [-1.904118, 4.649819, -3.996133], [-2.614983, 5.092368, -1.597726], [-2.883127, 4.187091, 0.710840], [-2.169333, 1.857566, 1.177763]],
  "atomic_forces_ev_per_a": [[-0.5866, 0.5013, 0.5852], [0.0469, 0.0626, 0.0101], [-0.0906, -0.0906, 0.0019], [-0.0021, 0.0409, 0.0509], [0.0678, 0.0070, -0.0265], [-0.2426, -0.2243, 0.0830], [-0.0767, 0.1612, -0.0843], [0.2215, 0.3664, 0.2466], [-0.1155, -0.3060, -0.2513], [0.1417, -0.0312, -0.3591], [-0.0743, 0.0073, 0.1295], [0.0426, 0.0313, -0.0184], [-0.0185, 0.0302, 0.0877], [0.0205, -0.0773, 0.0176], [0.1702, 0.4299, 0.0456], [-0.2967, 0.1994, -0.1859], [0.0052, -0.0723, 0.0106], [0.0396, -0.5833, 0.0356], [-0.0395, 0.0772, -0.0169], [-0.0999, 0.3535, -0.0162], [-0.0158, -0.2006, -0.0244], [-0.1583, 0.3475, -0.0062], [0.3486, -0.3546, -0.2315], [0.1795, -0.5373, 0.1330], [0.0354, 0.0983, -0.0137], [0.0386, 0.0671, 0.0028], [-0.0451, 0.0331, 0.0493], [0.0006, -0.0229, -0.0089], [0.0515, 0.0026, -0.0019], [0.2020, 0.0953, 0.0673], [0.0030, -0.0588, -0.0003], [0.0117, -0.0379, -0.0258], [-0.1108, 0.5369, 0.1316], [-0.1050, -0.0777, 0.0567], [-0.0737, 0.0148, -0.0696], [0.3406, -0.9729, -0.2000], [-0.0719, 0.3609, -0.3706], [0.0815, -0.2078, 0.3924], [-0.1292, 0.1815, 0.0316], [0.0413, 0.1003, -0.2301], [0.1287, -0.3033, 0.1403], [-0.0126, -0.0636, 0.0922], [-0.0683, 0.1583, -0.1164], [-0.0466, -0.1034, 0.0544], [0.2590, 0.0884, 0.0831], [-0.0446, 0.1243, -0.2497], [-0.0052, -0.0015, -0.0012], [-0.0183, -0.0312, -0.0148], [-0.0211, -0.0235, -0.0312], [0.0067, 0.0043, 0.0020], [-0.0353, -0.0516, -0.0303], [0.0044, 0.0162, 0.0623], [0.0099, -0.0059, 0.0247], [0.0133, 0.0404, -0.0628], [0.0197, 0.0000, 0.0037], [-0.0255, -0.0154, 0.0226], [-0.0159, -0.0062, -0.0175], [-0.0487, -0.0188, -0.0265], [0.1630, -0.0585, 0.0374]],
  "lowdin_charge": [0.645, 0.102, -0.154, -0.153, 0.111, -0.219, 0.056, -0.554, 0.722, -0.254, 0.069, -0.155, 0.103, 0.664, -0.700, -0.698, 0.664, -0.604, 0.712, -0.380, -0.094, -0.383, -0.085, -0.604, 0.715, -0.057, -0.278, -0.042, -0.051, -0.258, -0.051, -0.037, 0.618, -0.276, -0.313, -0.178, -0.263, -0.016, -0.081, -0.065, -0.163, -0.013, -0.045, -0.130, 0.072, -0.144, 0.070, 0.079, 0.078, 0.107, 0.115, 0.104, 0.116, 0.092, 0.102, 0.103, 0.114, 0.103, 0.062]
}


Record 2
{
  "formula": "C28H14Cl2IrN6O8S2",
  "method": "ωB97M-V/def2-TZVPD",
  "s_squared": 0.767,
  "molar_mass_g_mol": 889.711,
  "homo_energy_ha": [-0.2932, -0.2890],
  "de_lowest_kcal_mol": 9.1,
  "gap_ev": [7.59, 4.72],
  "multiplicity": 2,
  "species": ["Ir", "N", "C", "N", "C", "C", "S", "C", "C", "S", "C", "N", "N", "H", "H", "H", "H", "H", "H", "Cl", "C", "C", "C", "Cl", "C", "C", "C", "C", "N", "C", "C", "O", "H", "H", "H", "H", "O", "C", "C", "O", "C", "C", "O", "C", "O", "O", "O", "C", "N", "C", "O", "C", "C", "C", "C", "C", "C", "H", "H", "H", "H"],
  "coordinates": [[0.172002, 0.214486, 0.458467], [0.950239, 3.482863, 1.189980], [-0.334793, 3.213934, 0.949185], [-0.807993, 2.009693, 0.715747], [-2.189751, 1.992506, 0.587197], [-2.773860, 3.200127, 0.666029], [-1.575440, 4.419386, 0.942174], [-2.751384, 0.651427, 0.507933], [-4.028054, 0.236657, 0.476969], [-4.092144, -1.486359, 0.558153], [-2.370953, -1.556934, 0.617933], [-1.808987, -0.370878, 0.567080], [-1.695309, -2.707932, 0.755164], [1.623365, 2.719230, 1.174037], [1.268794, 4.427417, 1.301655], [-3.818148, 3.450149, 0.604185], [-4.925739, 0.827056, 0.427799], [-2.158562, -3.581038, 0.575057], [-0.698464, -2.672760, 0.591643], [0.345975, -0.367954, 5.352556], [1.131749, -1.332878, 4.160922], [1.979729, -2.364436, 4.547800], [2.651364, -3.096108, 3.589359], [3.751440, -4.327451, 4.109678], [2.481035, -2.856432, 2.217312], [3.253505, -3.439320, 1.158028], [3.055195, -3.038532, -0.107656], [1.994066, -2.115541, -0.442955], [1.297255, -1.532380, 0.547487], [1.561758, -1.869994, 1.851598], [0.926311, -1.059524, 2.815519], [0.155193, -0.077206, 2.382002], [2.128002, -2.568029, 5.597916], [4.023775, -4.158578, 1.398426], [3.643435, -3.431367, -0.923439], [2.084807, -1.534401, -1.349539], [3.912186, 3.146706, -3.457890], [3.191684, 2.559422, -2.706142], [1.786084, 2.011275, -3.027948], [1.207657, 2.092238, -4.078625], [1.337688, 1.404781, -1.761489], [2.313546, 1.481134, -0.797035], [2.070215, 0.988392, 0.407583], [3.473947, 2.244932, -1.226674], [4.424719, 2.612603, -0.576239], [0.184996, 0.883569, -1.476813], [-2.498830, -0.631923, -2.364033], [-1.720944, -1.551108, -2.481287], [-0.575461, -1.756461, -1.709637], [-0.070285, -2.932527, -2.037615], [0.946493, -3.450577, -1.502222], [-0.856710, -3.599714, -3.125689], [-0.711014, -4.801843, -3.783447], [-1.646699, -5.097154, -4.774844], [-2.676331, -4.212164, -5.078761], [-2.810610, -3.000480, -4.400525], [-1.879942, -2.720379, -3.425356], [0.095057, -5.482465, -3.543193], [-1.571785, -6.028373, -5.321551], [-3.381932, -4.472102, -5.857438], [-3.605759, -2.303447, -4.630211]],
  "atomic_forces_ev_per_a": [[0.1187, 0.8413, 0.6317], [0.0127, -0.0280, 0.0069], [0.0414, 0.0841, -0.0125], [-0.0294, -0.1848, 0.0266], [-0.0276, -0.0475, -0.0153], [0.0132, -0.0228, -0.0159], [0.0027, 0.0096, 0.0029], [-0.0018, 0.0140, -0.0569], [0.0094, -0.0023, 0.0417], [0.0000, 0.0058, -0.0348], [-0.0086, 0.0049, -0.0134], [0.0429, -0.0441, -0.2948], [0.0314, 0.0014, 0.3122], [-0.0118, 0.0056, -0.0270], [0.0050, -0.0022, -0.0146], [-0.0014, 0.0011, -0.0041], [-0.0016, 0.0011, 0.0015], [0.0002, 0.0106, -0.0280], [-0.0660, -0.0331, -0.1954], [0.0280, -0.0383, -0.0628], [0.0395, -0.0133, 0.2926], [-0.0958, 0.0952, 0.0267], [0.0584, -0.0824, -0.0449], [-0.0294, 0.0349, 0.0016], [0.0601, 0.0090, -0.0490], [-0.0316, -0.0419, 0.1117], [-0.1782, 0.0202, -0.1779], [0.4472, 0.3529, 0.4060], [-0.0186, -0.1109, -0.3715], [0.0956, 0.0284, -0.1645], [-0.2330, 0.1786, -0.2212], [0.2519, -0.3651, 0.1774], [0.0183, -0.0130, -0.0034], [-0.0018, 0.0009, 0.0073], [0.0153, 0.0223, 0.0004], [-0.3256, -0.1560, -0.1308], [0.0028, -0.0015, -0.0149], [-0.0115, -0.0114, 0.0309], [0.0213, 0.0000, 0.0261], [0.0028, 0.0189, -0.0186], [-0.0148, -0.0443, 0.0208], [0.0989, -0.0906, -0.0922], [-0.1804, 0.2361, 0.2396], [-0.0527, -0.0129, -0.0149], [0.0379, -0.0028, -0.0027], [0.0807, -0.3182, 0.0184], [-0.0294, 0.0169, -0.0031], [0.1079, -0.0486, 0.0407], [-0.2244, -0.0764, -0.2763], [0.1714, -0.0181, -0.0370], [-0.2086, -0.1721, 0.0369], [0.0328, -0.0271, -0.0350], [-0.0219, 0.0253, -0.0020], [-0.0048, -0.0022, -0.0052], [-0.0014, -0.0093, -0.0057], [0.0242, -0.0146, 0.0063], [-0.0575, 0.0153, -0.0204], [0.0010, -0.0004, 0.0008], [0.0011, 0.0001, 0.0005], [-0.0008, 0.0036, 0.0003], [-0.0041, -0.0017, -0.0016]],
  "lowdin_charge": [1.619, 0.157, -0.635, -0.066, -0.294, -0.313, 1.101, -0.303, -0.310, 1.109, -0.664, -0.067, 0.154, 0.091, 0.116, 0.084, 0.086, 0.115, 0.076, 0.743, -0.575, -0.115, -0.584, 0.728, -0.165, -0.002, -0.008, -0.112, -0.050, -0.152, -0.335, -0.163, 0.110, 0.100, 0.123, 0.138, 0.164, -0.233, -0.261, 0.146, -0.280, -0.296, -0.189, -0.290, 0.115, -0.138, 0.090, -0.407, 0.120, -0.409, 0.022, -0.091, -0.005, -0.074, -0.071, -0.001, -0.088, 0.116, 0.102, 0.102, 0.119]
}


Question: Which formula does entry 2 have?
Answer: C28H14Cl2IrN6O8S2